ORCA calculation (ωB97M-V/def2-TZVPD) on a structure of composition C48H86Br3NO8Si.

Positions of all 147 atoms, in Å:
C 6.5008 4.5879 -2.1262
C 7.4204 4.0536 -1.5650
C 8.5390 3.4111 -0.8713
C 8.9220 2.0525 -1.4743
C 7.9430 0.8987 -1.1912
C 7.1328 0.9404 0.1069
O 6.2645 -0.1696 0.0891
C 5.1016 0.0271 -0.6985
C 3.8215 -0.4420 0.0124
C 2.8086 -0.9084 -1.0280
C 1.3966 -1.0985 -0.4743
C 0.3892 -1.4559 -1.5821
C -0.9491 -0.7034 -1.4760
C -1.9893 -1.4614 -0.6580
C -3.1382 -0.5501 -0.1893
C -4.5305 -1.1642 -0.3866
C -5.6466 -0.1516 -0.6703
Si -6.2102 0.9319 0.7656
C -4.8213 1.4004 1.9447
C -7.5544 0.0958 1.7729
C -6.8365 2.5571 0.0214
C -6.6363 3.7856 0.6429
C -7.0892 4.9582 0.0639
C -7.7514 4.9253 -1.1470
C -7.9631 3.7138 -1.7771
C -7.5097 2.5444 -1.1971
N 4.1584 -1.5081 0.9822
Br 3.2256 -1.3689 2.6026
C 7.9394 0.8763 1.4271
Br 6.6544 0.4700 2.8427
C 9.1278 -0.1295 1.3875
C 10.4794 0.5987 1.3084
Br 9.2077 -1.2792 2.9761
H 5.7505 5.1513 -2.6245
H 9.3999 4.0782 -0.9529
H 8.3018 3.3557 0.1903
H 8.9417 2.1986 -2.5553
H 9.9427 1.8148 -1.1937
H 7.2094 0.8953 -1.9982
H 8.4654 -0.0535 -1.2696
H 6.5591 1.8729 0.1269
H 5.2019 -0.5704 -1.6104
H 5.0037 1.0739 -0.9735
H 3.3855 0.3757 0.5864
H 2.7557 -0.1767 -1.8392
H 3.1598 -1.8612 -1.4404
H 1.4052 -1.9025 0.2615
H 1.0852 -0.1738 0.0153
H 0.8171 -1.2974 -2.5732
H 0.1618 -2.5228 -1.5150
H -1.3446 -0.5592 -2.4813
H -0.7729 0.2771 -1.0278
H -2.3894 -2.3087 -1.2117
H -1.4729 -1.8572 0.2222
H -3.0740 0.4416 -0.6425
H -3.0005 -0.3784 0.8807
H -4.4559 -1.8122 -1.2644
H -4.7915 -1.8351 0.4333
H -6.5405 -0.7049 -0.9807
H -5.3570 0.4910 -1.5054
H -5.1932 2.0777 2.7148
H -4.0611 1.9503 1.3866
H -4.3592 0.5385 2.4205
H -7.5042 -0.9892 1.6630
H -7.3985 0.3024 2.8338
H -8.5592 0.4284 1.5281
H -6.1079 3.8373 1.5847
H -6.9030 5.8992 0.5630
H -8.0867 5.8523 -1.5903
H -8.4705 3.6982 -2.7321
H -7.6814 1.6114 -1.7196
H 3.8805 -2.4048 0.5996
H 8.2916 1.8534 1.7323
H 9.0104 -0.8352 0.5768
H 10.4159 1.5929 1.7444
H 10.8215 0.6546 0.2786
H 11.2323 0.0441 1.8592
C -5.8905 -3.3816 3.4490
C -5.4493 -4.2861 2.3237
O -5.3276 -3.8780 1.1927
C -5.1636 -5.7248 2.6812
H -6.0614 -2.3773 3.0686
H -6.8131 -3.7584 3.8933
H -5.1221 -3.3474 4.2233
H -6.0580 -6.1912 3.0974
H -4.3688 -5.7742 3.4271
H -4.8554 -6.2671 1.7909
C 2.8894 3.7877 -1.2799
C 3.1320 3.0472 -2.5719
O 3.4319 1.8756 -2.5795
C 2.9849 3.8350 -3.8494
H 3.0260 3.1118 -0.4383
H 3.5891 4.6203 -1.1889
H 1.8729 4.1839 -1.2608
H 3.6870 4.6703 -3.8556
H 1.9722 4.2332 -3.9285
H 3.1859 3.1901 -4.7011
C 12.2962 -3.3314 1.3974
C 13.5194 -2.4694 1.5589
O 13.9707 -1.8213 0.6411
C 14.1561 -2.4432 2.9284
H 11.9416 -3.2627 0.3738
H 12.5303 -4.3735 1.6187
H 11.5148 -2.9864 2.0765
H 14.4679 -3.4488 3.2143
H 13.4368 -2.0816 3.6654
H 15.0230 -1.7866 2.9171
C -5.4762 -2.2348 -4.0342
C -3.9964 -2.3899 -4.2916
O -3.1744 -1.7756 -3.6543
C -3.5935 -3.3514 -5.3842
H -5.6351 -1.5186 -3.2313
H -5.9767 -1.8820 -4.9377
H -5.9092 -3.1954 -3.7502
H -4.0245 -3.0379 -6.3363
H -3.9572 -4.3539 -5.1531
H -2.5097 -3.3726 -5.4690
C 13.5724 -3.6047 -3.1503
C 12.2479 -4.0029 -2.5480
O 12.1815 -4.7401 -1.5936
C 11.0078 -3.4274 -3.1909
H 14.3796 -4.0784 -2.5978
H 13.6171 -3.9142 -4.1960
H 13.6930 -2.5215 -3.1012
H 10.9527 -3.7307 -4.2375
H 11.0376 -2.3372 -3.1477
H 10.1254 -3.7855 -2.6659
C -12.8535 -0.2261 0.6145
C -11.7462 0.4613 1.3792
O -10.8940 -0.1711 1.9601
C -11.7604 1.9681 1.3841
H -12.7333 -1.3043 0.6880
H -13.8238 0.0587 1.0246
H -12.8223 0.0704 -0.4350
H -12.6837 2.3355 1.8323
H -11.6905 2.3476 0.3630
H -10.9184 2.3424 1.9615
C -14.0046 4.3642 5.8222
C -13.3533 3.5541 4.7270
O -13.1137 4.0339 3.6440
C -13.0158 2.1192 5.0590
H -14.1956 5.3728 5.4647
H -14.9470 3.9017 6.1198
H -13.3507 4.4080 6.6946
H -13.9223 1.5748 5.3286
H -12.3281 2.0844 5.9051
H -12.5475 1.6380 4.2039

Cartesian forces (eV/Å) of the 3 atoms listed first:
C 0.385 -0.040 0.158
C -0.388 0.068 -0.028
C 0.087 0.198 -0.215

The value obtained for the lowest unoccupied orbital energy is 0.0230 Eh. The value obtained for the molecular weight is 1073.0 g/mol. The HOMO energy comes out at -8.4126 eV. The largest force on an atom comes out at 0.0172 Eh/bohr.

Here are the Mulliken charges for atoms 1 to 4, given in e:
1 C 0.31
2 C -0.98
3 C -0.59
4 C -0.86

***

ORCA calculation (ωB97M-V/def2-TZVPD) on a cluster of 2 separate species, C6H6Cl2NO2PS in total at a distorted geometry.

Positions of all 19 atoms, in Å:
C -2.2203 1.5356 -0.1122
C -1.8258 0.9863 -1.3264
C -1.6226 1.2517 0.9990
C -0.9478 -0.0840 -1.3286
C -0.7276 0.1470 1.0572
C -0.3999 -0.4976 -0.1196
N 3.0571 -1.1490 0.1646
O 0.4876 -2.5557 -1.4082
O 0.5144 -2.9207 1.0873
P 3.3744 0.4048 0.3563
S 0.6810 -2.0677 -0.0867
Cl 2.1638 0.9880 1.9778
Cl 2.1762 1.1369 -1.0764
H -3.0170 2.3566 -0.1057
H -2.2121 1.2684 -2.2846
H -1.8473 1.7572 1.8932
H -0.7486 -0.4383 -2.3299
H -0.3380 -0.1530 1.9801
H 3.4528 -1.9667 0.6626

Cartesian forces (eV/Å) of the 3 atoms listed first:
C -3.265 3.605 -4.028
C 0.152 -1.232 0.309
C 2.608 -2.943 3.291

The energy above the lowest of the compared OMol25 structures with the same formula, charge and spin comes out at 1.074 eV. The value obtained for the lowest unoccupied orbital energy (alpha / beta) is -0.0863 / -0.0751 Eh. The value obtained for the molecular weight is 258.1 g/mol. The HOMO energy (alpha / beta) comes out at -8.9181 / -9.2769 eV. The largest force on an atom comes out at 0.1228 Eh/bohr.

Here are the natural (NBO) charges for atoms 1 to 4, given in e:
1 C -0.18
2 C -0.20
3 C -0.20
4 C -0.21

***

ORCA calculation (ωB97M-V/def2-TZVPD) on a structure of composition C6H11AgCl4NiO8P at a distorted geometry.

Positions of all 32 atoms, in Å:
Ag 0.4566 -1.0438 -1.6774
Ni -2.4101 0.4110 -1.2057
P -1.4850 -2.8492 -0.3136
O -1.9559 -3.6336 0.9133
O -2.2238 -3.7391 -1.3371
O 0.0702 -2.6038 -0.4340
O -2.1101 -1.5092 -0.7264
C 0.3369 1.1485 0.7760
O -0.3949 0.8102 -0.3895
H -0.2800 1.6764 1.5033
H 0.8265 0.3483 1.3311
H 1.1242 1.8792 0.5906
C -1.4563 -0.8359 -3.8214
O -2.6411 -1.1337 -3.6581
O -0.5030 -1.5647 -3.5914
O -1.3097 0.1199 -2.9761
Cl 1.1174 -1.5318 4.4491
C 1.1256 -2.2411 2.8461
C 0.6910 -3.7095 2.7572
Cl 1.9679 -4.7588 3.4324
H 2.1202 -2.2313 2.4002
H 0.4629 -1.6194 2.2441
H 0.4593 -3.9755 1.7259
H -0.2282 -3.7727 3.3397
Cl 1.1957 6.4469 -0.1711
C 0.9557 4.6552 -0.2669
C 0.4306 4.2569 -1.6481
Cl 1.6432 4.6806 -2.8495
H 0.2908 4.2254 0.4823
H 1.9168 4.1774 -0.0765
H -0.4910 4.7419 -1.9701
H 0.2975 3.1755 -1.6786

Cartesian forces (eV/Å) of the 3 atoms listed first:
Ag 0.613 1.710 -0.451
Ni 2.380 -1.832 -0.471
P 0.746 1.603 0.240

The total charge is -2. Its expectation value of S² is 3.787. The value obtained for the lowest unoccupied orbital energy (alpha / beta) is 0.1451 / 0.1451 Eh. The value obtained for the molecular weight is 550.5 g/mol. The HOMO energy (alpha / beta) comes out at -1.6249 / -0.8445 eV. Its spin multiplicity is 4. The largest force on an atom comes out at 0.1642 Eh/bohr.

Here are the natural (NBO) charges for atoms 1 to 4, given in e:
1 Ag 0.91
2 Ni 1.13
3 P 2.48
4 O -1.08

***

ORCA calculation (ωB97M-V/def2-TZVPD) on a structure of composition C34H26Br2IrN6O4SSe at a distorted geometry.

Positions of all 75 atoms, in Å:
Ir -0.1290 -0.2549 0.4452
C -3.3698 -3.0218 1.8406
C -2.2203 -2.2285 1.9219
N -2.0578 -1.1222 1.2175
C -3.0702 -0.7354 0.4020
C -4.2574 -1.4560 0.2627
C -4.3855 -2.6439 1.0025
C -5.2604 -0.9796 -0.6485
C -5.0605 0.1386 -1.3768
C -3.8357 0.8771 -1.2665
C -3.5189 1.9948 -2.0595
C -2.2810 2.5745 -1.9388
C -1.3788 2.0781 -0.9928
N -1.6781 1.0555 -0.2109
C -2.8648 0.4397 -0.3687
H -3.4340 -3.9259 2.4289
H -1.4142 -2.5097 2.5806
H -5.2798 -3.2462 0.9018
H -6.1732 -1.5523 -0.7509
H -5.8111 0.4824 -2.0770
H -4.2439 2.3751 -2.7682
H -1.9839 3.4048 -2.5630
H -0.3896 2.5045 -0.8723
C 1.0234 -2.5280 2.8433
C 2.1591 -1.8430 2.1563
C 3.4949 -2.2050 2.4320
C 4.5254 -1.4835 1.9110
C 4.2552 -0.3675 1.0874
C 5.2176 0.5390 0.5916
Br 7.0559 0.2793 0.9514
C 4.8310 1.6343 -0.1282
C 3.4770 1.8324 -0.4275
Br 2.9240 3.3659 -1.3862
C 2.4940 0.9414 -0.0405
O 1.2376 1.0783 -0.3689
C 2.9053 -0.1257 0.7824
N 1.8942 -0.8546 1.3243
H 1.3526 -2.9766 3.7783
H 0.6237 -3.3220 2.2051
H 0.2376 -1.7987 3.0353
H 3.6807 -3.0510 3.0788
H 5.5502 -1.7439 2.1368
H 5.5653 2.3519 -0.4663
O 0.6801 -4.7251 0.1859
S 1.2760 -3.6859 -0.6092
O 2.6443 -3.3500 -0.3278
N 0.3160 -2.3378 -0.5530
C -0.0764 -1.9756 -1.7860
O -0.7253 -0.9350 -1.9488
C 0.3366 -2.9120 -2.8600
C 0.0795 -2.8323 -4.2152
C 0.5777 -3.8381 -5.0347
C 1.3186 -4.8925 -4.5072
C 1.5892 -4.9632 -3.1453
C 1.0777 -3.9606 -2.3497
H -0.4893 -2.0079 -4.6241
H 0.3920 -3.7977 -6.0998
H 1.6989 -5.6615 -5.1665
H 2.1802 -5.7654 -2.7237
C -2.6662 1.5806 3.4060
N -1.8707 2.7514 3.0723
C -2.3033 4.0586 3.1121
C -1.2628 4.8325 2.7356
N -0.2088 3.9919 2.4617
C 1.1211 4.3934 2.0049
C -0.5837 2.7194 2.6767
Se 0.5433 1.2334 2.5748
H -3.4033 1.8514 4.1575
H -2.0076 0.8089 3.7960
H -3.1699 1.1958 2.5196
H -3.2998 4.3249 3.4174
H -1.1894 5.9029 2.6592
H 1.2037 5.4749 2.0613
H 1.2820 4.0671 0.9783
H 1.8799 3.9366 2.6337

Cartesian forces (eV/Å) of the 3 atoms listed first:
Ir 1.152 4.413 4.365
C -0.125 0.090 0.062
C -0.030 0.002 0.118

The energy above the lowest of the compared OMol25 structures with the same formula, charge and spin comes out at 3.084 eV. The total charge is +1. The value obtained for the lowest unoccupied orbital energy is -0.1306 Eh. The value obtained for the molecular weight is 1045.7 g/mol. The HOMO energy comes out at -9.6814 eV. The largest force on an atom comes out at 0.1228 Eh/bohr.

Here are the Mulliken charges for atoms 1 to 4, given in e:
1 Ir 2.37
2 C -1.01
3 C -0.46
4 N 0.01

***

ORCA calculation (ωB97M-V/def2-TZVPD) on the molecule C11H14N2O3.

Positions of all 30 atoms, in Å:
C -5.2235 -1.0158 0.4210
C -3.9551 -0.2636 0.1569
C -3.9551 1.1273 0.1314
C -2.7925 1.8201 -0.1490
C -1.6079 1.1470 -0.3918
C -1.5854 -0.2443 -0.3398
N -0.4240 -0.9819 -0.5844
C 0.8900 -0.6911 -0.3143
O 1.7835 -1.3923 -0.7506
N 1.1302 0.4055 0.4566
C 2.4804 0.6287 0.9339
C 2.8032 -0.1838 2.1852
C 3.4630 0.2907 -0.1916
O 4.4706 -0.3417 -0.0542
O 3.1420 0.9312 -1.3221
C -2.7675 -0.9357 -0.0807
H -5.7773 -0.5592 1.2387
H -5.8591 -0.9947 -0.4643
H -5.0189 -2.0539 0.6697
H -4.8730 1.6641 0.3192
H -2.8061 2.8992 -0.1905
H -0.7170 1.6944 -0.6565
H -0.5494 -1.8893 -1.0112
H 0.3763 0.7834 1.0092
H 2.5851 1.7028 1.1333
H 2.1243 0.0766 2.9943
H 3.8254 0.0109 2.4947
H 2.7110 -1.2430 1.9598
H 3.7484 0.6627 -2.0293
H -2.7500 -2.0166 -0.0658

Cartesian forces (eV/Å) of the 3 atoms listed first:
C -0.014 0.002 -0.050
C 0.076 0.053 -0.048
C 0.008 0.021 -0.006

The energy above the lowest of the compared OMol25 structures with the same formula, charge and spin comes out at 0.000 eV. As for the SMILES: Cc1cccc(NC(=O)N[C@@H](C)C(=O)O)c1. The value obtained for the lowest unoccupied orbital energy is 0.0250 Eh. The value obtained for the molecular weight is 222.2 g/mol. The HOMO energy comes out at -8.6856 eV. The largest force on an atom comes out at 0.0121 Eh/bohr.

Here are the natural (NBO) charges for atoms 1 to 4, given in e:
1 C -0.63
2 C 0.01
3 C -0.23
4 C -0.18

***

ORCA calculation (ωB97M-V/def2-TZVPD) on a structure of composition C12H30F6O11S7Zn at a distorted geometry.

Positions of all 67 atoms, in Å:
Zn 7.4882 -5.7050 -9.2361
C 9.9647 -3.2457 -6.8869
F 8.7507 -2.7428 -6.5701
F 10.8881 -2.3560 -6.5145
F 10.1245 -4.3671 -6.1681
S 10.0631 -3.5741 -8.6868
O 10.2253 -2.2765 -9.2890
O 11.1679 -4.4865 -8.8175
O 8.7574 -4.1738 -8.9398
C 4.9303 -8.7413 -11.3086
F 5.7023 -8.2162 -12.2823
F 3.8344 -7.9814 -11.2412
F 4.5816 -9.9603 -11.6850
S 5.8389 -8.7425 -9.7178
O 6.8542 -9.7469 -9.9164
O 6.3684 -7.3929 -9.6516
O 4.8224 -9.0220 -8.7470
C 3.8030 -3.9258 -11.0926
S 4.2573 -4.9842 -9.7127
O 5.6048 -4.5973 -9.2873
C 3.1288 -4.2517 -8.5417
H 2.7225 -4.0251 -11.1989
H 4.3107 -4.3046 -11.9744
H 4.0678 -2.8962 -10.8562
H 2.1117 -4.4200 -8.8896
H 3.3278 -3.1856 -8.3993
H 3.2917 -4.6947 -7.5606
C 8.2803 -2.7252 -12.0292
S 8.0370 -4.4838 -12.3572
O 7.2014 -5.0083 -11.2462
C 6.9329 -4.3745 -13.7408
H 9.3162 -2.6098 -11.7223
H 7.5826 -2.4562 -11.2403
H 8.1048 -2.1662 -12.9476
H 6.0591 -3.7462 -13.5453
H 6.5358 -5.3664 -13.9628
H 7.4372 -3.9922 -14.6288
C 8.3295 -9.4399 -6.8794
S 9.5739 -8.2216 -7.3278
O 8.8254 -7.0682 -7.8871
C 10.0988 -7.7281 -5.6880
H 8.5352 -9.8599 -5.8915
H 8.3171 -10.2331 -7.6199
H 7.3707 -8.9271 -6.8140
H 10.7886 -6.8954 -5.7987
H 10.4854 -8.6069 -5.1749
H 9.2232 -7.3707 -5.1372
C 11.1669 -6.8431 -11.9205
S 9.9309 -7.6968 -10.9570
O 9.0629 -6.6453 -10.3873
C 9.0136 -8.4071 -12.3106
H 11.7088 -6.1634 -11.2658
H 10.6560 -6.2197 -12.6600
H 11.7750 -7.5774 -12.4460
H 8.1495 -8.9352 -11.9068
H 9.6553 -9.0486 -12.9101
H 8.5771 -7.5847 -12.8851
C 5.1320 -6.9189 -5.7992
S 6.6363 -5.9610 -5.8445
O 6.8324 -5.5293 -7.2394
C 5.9881 -4.5004 -5.0569
H 4.2559 -6.3034 -5.9987
H 5.0458 -7.3394 -4.7937
H 5.1732 -7.7386 -6.5170
H 5.5734 -4.6997 -4.0685
H 5.2177 -4.0926 -5.7123
H 6.7819 -3.7588 -4.9814

Cartesian forces (eV/Å) of the 3 atoms listed first:
Zn 0.335 -0.454 0.005
C -0.384 0.259 0.117
F 0.289 -0.020 0.048

The energy above the lowest of the compared OMol25 structures with the same formula, charge and spin comes out at 0.000 eV. The value obtained for the lowest unoccupied orbital energy is 0.0080 Eh. The value obtained for the molecular weight is 754.2 g/mol. The HOMO energy comes out at -8.4758 eV. The largest force on an atom comes out at 0.0272 Eh/bohr.

Here are the natural (NBO) charges for atoms 1 to 4, given in e:
1 Zn 1.75
2 C 0.69
3 F -0.33
4 F -0.31